{"formula": "C4H5N3", "method": "ωB97M-V/def2-TZVPD", "species": ["C", "N", "C", "C", "N", "C", "N", "H", "H", "H", "H", "H"], "positions_angstrom": [[-1.785408, 1.015124, 0.732843], [-0.000833, -0.734481, -0.958521], [1.149895, -0.837532, -0.434778], [2.299689, -1.451208, -1.070354], [3.222092, -1.964542, -1.543607], [0.624347, 1.421142, 1.582103], [-0.467396, 1.345168, 1.163544], [-1.716843, 0.080201, 0.178007], [-2.195184, 1.785412, 0.075999], [-2.417377, 0.899688, 1.613035], [-0.037256, -1.121039, -1.901740], [1.324277, -0.437936, 0.563471]], "forces_ev_per_a": [[-0.2325, -0.0527, 0.0041], [0.4791, -0.1655, -0.0596], [-0.2539, 0.0070, -0.0787], [0.8814, -0.5801, -0.4980], [-0.8572, 0.5001, 0.3957], [-1.1291, 0.2411, -0.3386], [0.9964, 0.0226, 0.5113], [-0.1555, 0.1821, 0.1342], [0.1542, 0.0046, 0.1705], [-0.0341, 0.0621, -0.0873], [0.1158, -0.0718, 0.0165], [0.0354, -0.1495, -0.1702]], "mulliken_charge": [-0.60, -0.47, 0.28, -0.01, -0.32, -0.20, -0.02, 0.28, 0.25, 0.30, 0.23, 0.27], "orbital_gap_ev": 10.99, "multiplicity": 1, "largest_force_ev_per_a": 1.20}



{"formula": "C4H5N3", "method": "ωB97M-V/def2-TZVPD", "species": ["C", "C", "C", "C", "N", "N", "N", "H", "H", "H", "H", "H"], "positions_angstrom": [[-0.121641, -0.332638, -2.062566], [-1.512539, 0.924595, 0.160029], [1.014988, -1.287443, -0.106569], [0.739004, -0.279809, -0.962624], [-0.843368, -0.423304, -2.951578], [-0.474676, 1.079119, 1.092548], [-1.794140, 0.181345, 1.076640], [-1.787233, 1.258419, -0.946914], [1.531270, -1.048048, 0.776340], [-0.635252, 1.607514, 1.934942], [0.438217, -2.176584, -0.043157], [1.311301, 0.645005, -0.990438]], "forces_ev_per_a": [[-0.7153, -1.0847, -0.8025], [-0.9740, 2.4157, -2.9725], [-1.5293, 1.8089, -0.9296], [2.1333, -0.8173, 0.5086], [-0.2327, 0.2644, -0.2443], [1.2327, -0.6962, 0.7286], [-0.7615, -1.6940, 0.3894], [0.4805, -0.7451, 2.7754], [1.2159, 0.1778, 0.7010], [-0.4955, 1.2203, -0.3596], [-0.3248, -0.7449, -0.4775], [-0.0293, -0.1049, 0.6832]], "mulliken_charge": [0.34, 0.31, -0.58, -0.23, -0.41, -0.43, -0.40, 0.27, 0.32, 0.24, 0.29, 0.27], "orbital_gap_ev": 9.50, "smiles": "C1=NN1.C=CC#N", "multiplicity": 1, "largest_force_ev_per_a": 3.95}



{"formula": "C4H5N3", "method": "ωB97M-V/def2-TZVPD", "species": ["N", "C", "C", "C", "N", "C", "N", "H", "H", "H", "H", "H"], "positions_angstrom": [[1.652634, -0.975713, 1.671163], [0.944924, -0.056888, 1.843012], [0.285661, 0.121209, -1.163347], [-0.711957, -0.889767, -0.710026], [-1.432598, -0.256730, 0.355841], [-0.672066, 0.693009, 0.781918], [0.295167, 1.054613, -0.286074], [0.992526, 0.078297, -1.984171], [-1.333404, -1.323977, -1.497286], [-0.051866, -1.686934, -0.285958], [-0.977009, 1.472680, 1.465550], [1.007988, 1.770205, -0.190617]], "forces_ev_per_a": [[-0.6821, 0.8606, 0.1074], [0.8462, -0.9762, 0.0865], [-0.0388, 0.0571, 0.2549], [0.0490, 0.0117, -0.2605], [0.3228, 0.2027, 0.1880], [-0.5043, 0.1584, -0.3400], [0.0144, -0.1452, -0.1494], [-0.0980, 0.0118, 0.1051], [0.1043, 0.0505, 0.1251], [-0.0415, 0.0131, -0.0331], [0.1195, -0.1623, -0.0500], [-0.0916, -0.0821, -0.0341]], "mulliken_charge": [-0.54, 0.03, -0.08, -0.46, -0.49, -0.16, -0.06, 0.40, 0.37, 0.32, 0.40, 0.28], "orbital_gap_ev": 8.19, "multiplicity": 1, "largest_force_ev_per_a": 1.29}



{"formula": "C4H5N3", "method": "ωB97M-V/def2-TZVPD", "species": ["C", "N", "C", "C", "N", "C", "N", "H", "H", "H", "H", "H"], "positions_angstrom": [[1.364962, 1.780264, 0.604599], [-1.324228, -0.091360, 0.061528], [-0.982649, -1.256558, -0.311140], [-1.923740, -2.283718, -0.732562], [-2.685818, -3.088837, -1.064590], [2.242975, -0.393390, -0.506055], [1.869908, 0.599205, -0.007686], [0.323672, 1.602311, 0.881318], [1.419430, 2.610416, -0.103381], [1.960368, 2.017947, 1.489115], [-2.339307, 0.028249, 0.024304], [0.074427, -1.524531, -0.335450]], "forces_ev_per_a": [[-0.0776, 0.1612, 0.0871], [-0.0605, -0.4105, -0.1408], [0.0303, 0.2969, 0.0820], [-0.7196, -0.6851, -0.2880], [0.7483, 0.7707, 0.3223], [-0.3142, 0.9954, 0.4914], [0.3839, -0.9859, -0.4901], [0.1843, 0.0706, -0.0342], [0.0060, -0.1198, 0.0964], [-0.0802, -0.0407, -0.1313], [0.0862, -0.0305, 0.0141], [-0.1870, -0.0224, -0.0089]], "mulliken_charge": [-0.57, -0.45, 0.28, 0.00, -0.31, -0.20, 0.01, 0.24, 0.26, 0.28, 0.23, 0.23], "orbital_gap_ev": 11.19, "multiplicity": 1, "largest_force_ev_per_a": 1.17}



{"formula": "C4H5N3", "method": "ωB97M-V/def2-TZVPD", "species": ["C", "C", "C", "C", "N", "N", "N", "H", "H", "H", "H", "H"], "positions_angstrom": [[-0.895538, -2.128069, -0.320220], [1.034105, -2.650477, 0.955998], [-0.233526, 0.786309, -0.098358], [0.496890, -1.794468, -0.046603], [-1.977058, -2.246216, -0.538500], [1.461897, -3.286364, 1.803567], [0.418258, -0.234693, 0.653040], [0.084346, 1.838133, 0.229144], [-0.089180, 0.677052, -1.194668], [-1.313979, 0.835188, -0.144606], [1.144411, -1.629664, -0.894726], [0.096161, -0.445314, 1.658006]], "forces_ev_per_a": [[5.2570, 0.6377, 0.3320], [0.6180, -0.2214, 0.4430], [-0.6130, 1.6496, -1.1706], [-1.4198, 4.2478, 1.2356], [-5.2514, -0.7028, -0.9973], [0.1469, -0.3165, 0.3055], [0.9169, -3.8595, 1.3890], [-0.0273, -1.6165, -0.4362], [0.9165, 0.0652, 0.6195], [-0.7074, -0.4031, 0.8624], [-0.0871, -0.3121, -0.3376], [0.2507, 0.8316, -2.2454]], "mulliken_charge": [0.36, 0.04, -0.81, 0.10, -0.36, -0.37, -0.43, 0.29, 0.29, 0.33, 0.27, 0.29], "orbital_gap_ev": 10.51, "smiles": "CNC(C#N)C#N", "multiplicity": 1, "largest_force_ev_per_a": 5.39}



{"formula": "C4H5N3", "method": "ωB97M-V/def2-TZVPD", "species": ["C", "N", "C", "C", "N", "C", "N", "H", "H", "H", "H", "H"], "positions_angstrom": [[-0.360734, -2.045167, -0.827812], [0.869227, 0.851968, -0.432469], [0.446104, 1.331625, 0.663903], [0.631645, 2.714322, 1.073676], [0.789575, 3.817505, 1.385075], [-1.958628, -0.911666, 0.874194], [-1.250634, -1.433058, 0.099118], [0.605264, -1.542395, -0.765825], [-0.753402, -1.929052, -1.840226], [-0.262491, -3.106268, -0.590834], [1.351220, 1.558957, -0.991393], [-0.107147, 0.693229, 1.352593]], "forces_ev_per_a": [[0.1094, -0.1061, -0.1264], [-0.0421, 0.3274, 0.2981], [0.0481, -0.1769, -0.2288], [0.1698, 1.0235, 0.2393], [-0.1534, -1.0604, -0.2850], [0.6650, -0.5697, -0.7804], [-0.7274, 0.4862, 0.7880], [-0.1572, -0.1341, -0.0228], [0.0254, -0.0363, 0.1374], [-0.0218, 0.1270, -0.0403], [-0.0150, -0.0267, 0.0766], [0.0994, 0.1462, -0.0557]], "mulliken_charge": [-0.61, -0.45, 0.20, 0.00, -0.31, -0.20, 0.00, 0.25, 0.26, 0.30, 0.24, 0.31], "orbital_gap_ev": 11.15, "multiplicity": 1, "largest_force_ev_per_a": 1.18}



{"formula": "C4H5N3", "method": "ωB97M-V/def2-TZVPD", "species": ["C", "C", "C", "C", "H", "H", "H", "H", "H", "N", "N", "N"], "positions_angstrom": [[-0.315447, -0.070247, -0.103271], [0.358864, -0.271316, 1.122814], [1.692941, -0.032996, 0.868276], [1.905814, 0.349359, -0.386798], [-3.342565, -0.131802, -0.443381], [-0.039328, -0.430577, 2.177930], [2.431850, -0.083688, 1.686039], [2.878166, 0.436848, -0.899578], [0.335756, 0.655583, -1.902506], [-2.529082, -0.307953, 0.157476], [-1.571693, -0.055592, -0.578538], [0.655502, 0.321378, -0.953886]], "forces_ev_per_a": [[2.1635, -0.2182, 2.8642], [-2.1839, -0.1777, 1.3780], [1.5102, -0.4523, 3.9963], [-0.1079, 0.0058, -2.3775], [-0.2146, -0.3424, 0.2519], [0.3002, -0.0611, -1.9775], [-0.2455, -0.0518, -0.8202], [-1.0905, 0.3646, 0.0380], [0.9894, -0.7055, 1.4741], [-0.2974, 0.0281, 0.3649], [-0.9268, 0.6498, -1.4178], [0.1032, 0.9606, -3.7744]], "mulliken_charge": [0.26, -0.26, -0.26, -0.50, 0.26, 0.32, 0.34, 0.34, 0.28, -0.66, -0.07, -0.07], "orbital_gap_ev": 8.83, "smiles": "[H]/N=N/c1ccc[nH]1", "multiplicity": 1, "largest_force_ev_per_a": 4.30}



{"formula": "C4H5N3", "method": "ωB97M-V/def2-TZVPD", "species": ["N", "C", "C", "N", "C", "N", "C", "H", "H", "H", "H", "H"], "positions_angstrom": [[-1.971658, -0.033047, 0.171772], [-0.578835, 0.012149, 0.081532], [0.089548, 1.270709, 0.083658], [1.381653, 1.453940, 0.040252], [2.209484, 0.372405, 0.105404], [1.590229, -0.856586, 0.094896], [0.236554, -1.094880, 0.004316], [-2.437272, 0.802866, -0.159631], [-2.400949, -0.869003, -0.202246], [-0.517589, 2.178287, 0.093860], [2.548455, -1.125269, -0.242704], [-0.149618, -2.111567, -0.071108]], "forces_ev_per_a": [[0.0077, -0.0927, -0.0926], [0.4569, -0.1777, -0.0254], [-0.1074, -0.0153, -0.0256], [-0.4285, 0.2263, 0.3401], [-0.0679, 1.1015, 0.1654], [0.7498, 1.0972, -0.4979], [0.3344, 0.1804, -0.0572], [0.1112, -0.1652, 0.0530], [0.0579, 0.1237, 0.0586], [-0.0972, -0.1109, -0.0513], [-1.3110, -2.3770, 0.1387], [0.2941, 0.2097, -0.0058]], "mulliken_charge": [-0.53, 0.70, -0.16, -0.40, -0.66, -0.06, -0.48, 0.24, 0.23, 0.31, 0.46, 0.36], "orbital_gap_ev": 8.20, "multiplicity": 1, "largest_force_ev_per_a": 2.72}



{"formula": "C4H5N3", "method": "ωB97M-V/def2-TZVPD", "species": ["C", "C", "C", "C", "H", "H", "H", "H", "H", "N", "N", "N"], "positions_angstrom": [[-1.173420, 1.177965, 0.130895], [-0.199705, -0.582983, 0.305616], [0.863669, -1.379449, 0.041095], [0.034681, 0.558815, -0.441029], [-0.891192, 1.998338, 0.876048], [-1.910142, 1.749304, -0.550486], [-1.655998, -0.061243, 1.752287], [1.180827, -2.342771, 0.385968], [2.443704, -0.997222, -1.290086], [-1.451345, -0.096130, 0.757016], [1.647028, -0.616392, -0.829315], [1.111893, 0.591769, -1.138010]], "forces_ev_per_a": [[-0.6450, 4.6799, -0.2372], [0.5230, 0.0399, -0.4582], [0.2703, 0.0029, -0.0115], [-0.1984, 0.4704, 0.0074], [-0.2449, -1.0796, -0.6531], [0.6309, -1.6331, 0.8841], [0.1447, -0.1679, -0.2474], [0.1688, -0.1827, -0.0550], [0.3644, 0.2920, -0.3741], [-1.7471, -1.2475, 1.2325], [-0.4416, -0.8379, 0.6899], [1.1749, -0.3363, -0.7772]], "mulliken_charge": [-0.20, 0.48, -0.90, 0.32, 0.18, 0.22, 0.27, 0.42, 0.21, -0.44, 0.27, -0.84], "orbital_gap_ev": 9.39, "multiplicity": 1, "largest_force_ev_per_a": 4.73}



{"formula": "C4H5N3", "method": "ωB97M-V/def2-TZVPD", "species": ["N", "C", "C", "N", "C", "N", "C", "H", "H", "H", "H", "H"], "positions_angstrom": [[0.583881, -2.004966, -0.771081], [0.270127, -0.836497, -1.277019], [-0.449728, 0.013919, -0.215727], [-0.011667, -0.063228, 1.184518], [0.210121, 1.159271, 1.506770], [-0.010874, 2.159296, 0.513923], [-0.403912, 1.477858, -0.498891], [0.366166, -2.302960, 0.180758], [1.031393, -2.693714, -1.366594], [-1.508946, -0.300247, -0.261156], [0.569078, 1.503486, 2.478030], [-0.645638, 1.887782, -1.473530]], "forces_ev_per_a": [[-0.1030, 0.2012, -0.2625], [-0.2146, -0.3557, 0.6653], [0.0209, 0.0529, -0.0581], [0.1665, 0.3727, -0.0470], [0.0355, -0.1937, 0.0250], [-0.1951, -0.2638, -0.2859], [0.1993, 0.0118, -0.0555], [0.1816, 0.1752, -0.0283], [-0.1078, 0.1974, 0.1700], [0.1319, -0.0335, -0.0916], [-0.1335, -0.3449, -0.1803], [0.0182, 0.1804, 0.1488]], "mulliken_charge": [-0.16, -0.71, 0.50, -0.53, -0.13, -0.58, -0.01, 0.24, 0.26, 0.30, 0.39, 0.41], "orbital_gap_ev": 9.34, "multiplicity": 1, "largest_force_ev_per_a": 0.78}



{"formula": "C4H5N3", "method": "ωB97M-V/def2-TZVPD", "species": ["C", "C", "C", "C", "H", "H", "H", "H", "H", "N", "N", "N"], "positions_angstrom": [[-1.182023, 0.614167, -0.368001], [-0.129489, -0.164990, -0.918661], [1.320839, 0.168601, -0.702595], [-0.054354, -0.652270, 1.412346], [-0.908731, 1.573303, 0.187407], [-2.142743, 0.544430, -0.840147], [-0.357711, -0.723962, -1.793451], [1.902105, 0.477056, -1.557674], [-0.635434, -1.016679, 2.289760], [1.890976, 0.166019, 0.424508], [1.183462, -0.326113, 1.567046], [-0.886897, -0.659562, 0.299463]], "forces_ev_per_a": [[-0.5574, 2.2761, 1.9244], [1.6170, -1.1177, -0.1912], [-1.3347, 0.0041, 0.1757], [0.1251, 0.1110, 1.5748], [-0.5673, -1.3856, -0.8388], [-0.2770, 0.4639, -0.1371], [-0.0071, -0.3986, -0.6911], [0.1685, 0.0381, -0.1843], [0.9561, 0.1580, -0.3731], [0.3328, -0.3014, 0.3804], [-1.2878, -0.0235, -0.4769], [0.8319, 0.1755, -1.1628]], "mulliken_charge": [-0.31, 0.00, -0.20, 0.11, 0.24, 0.25, 0.34, 0.43, 0.36, -0.38, -0.42, -0.42], "orbital_gap_ev": 9.77, "smiles": "C1=NN=CN2C[C@@H]12", "multiplicity": 1, "largest_force_ev_per_a": 3.03}



{"formula": "C4H5N3O", "method": "ωB97M-V/def2-TZVPD", "species": ["C", "C", "C", "C", "H", "H", "H", "H", "H", "N", "N", "N", "O"], "positions_angstrom": [[1.912272, 0.244387, -0.159439], [-1.425997, -0.587747, -0.086319], [-2.696342, 0.053614, -0.129794], [-3.906023, 0.256664, 0.053496], [3.644916, -0.042418, 0.474705], [2.657419, -1.515485, 0.276775], [0.838559, 1.808560, 0.026419], [-1.365205, -1.681747, 0.382077], [-4.885666, 0.800869, 0.010672], [2.992708, -0.574446, -0.034326], [1.870513, 1.486659, -0.020197], [-0.385959, 0.290203, -0.447028], [0.748806, -0.539111, -0.347046]], "forces_ev_per_a": [[-2.0876, 0.0936, 0.1312], [3.1553, 2.9291, -0.4229], [-3.3872, -0.6920, 0.9470], [1.5604, 1.2196, -1.0170], [1.3449, -0.1836, 0.9150], [1.1802, 1.2789, -0.1536], [2.3831, -0.5576, -0.4688], [0.3587, 2.5886, -1.4162], [1.4746, -1.1593, 0.2383], [-1.6371, -1.4327, -0.7718], [-1.4313, 1.1604, 0.3807], [-3.6658, -5.9821, 1.7427], [0.7517, 0.7370, -0.1046]], "mulliken_charge": [0.52, 0.16, -0.34, -0.12, 0.27, 0.25, 0.35, 0.31, 0.34, -0.49, -0.64, -0.48, -0.14], "orbital_gap_ev": 8.92, "smiles": "[H]/N=C(/N)O/N=C/C#C", "multiplicity": 1, "largest_force_ev_per_a": 7.23}